Record 1
{
  "formula": "C19H47ClO5PS",
  "method": "ωB97M-V with the def2-TZVPD basis set",
  "total_charge": 1,
  "lumo_ev": -3.58,
  "multiplicity": 1,
  "orbital_gap_ev": 7.8,
  "species": ["H", "H", "H", "C", "H", "H", "C", "O", "H", "C", "H", "H", "C", "H", "H", "H", "C", "C", "H", "H", "P", "H", "H", "H", "C", "H", "H", "C", "O", "C", "C", "S", "H", "H", "H", "Cl", "H", "H", "H", "O", "H", "H", "C", "H", "C", "C", "C", "H", "H", "H", "H", "H", "O", "O", "H", "H", "H", "H", "C", "C", "C", "H", "H", "H", "H", "H", "C", "H", "H", "H", "H", "C", "H", "H"],
  "xyz": [[6.661, 5.246, -5.447], [-1.755, 0.539, -2.165], [-3.136, -4.920, 1.127], [-1.110, -0.067, -1.535], [5.819, 6.780, -5.279], [-0.367, -1.147, 3.516], [-1.306, 3.139, -3.836], [-0.308, 2.430, -3.104], [-1.482, 4.121, -3.385], [-4.124, -6.290, 6.837], [2.344, 0.404, 0.065], [0.731, 4.412, -1.518], [1.086, 4.394, -2.551], [-2.060, 1.647, -0.069], [-2.533, -1.523, 0.250], [-0.119, 3.884, -5.499], [-3.346, -3.439, 6.497], [-2.596, -3.540, -0.452], [7.784, 2.443, -3.150], [0.508, 5.120, -3.121], [0.694, 1.825, 0.178], [-1.845, 3.771, -5.809], [1.617, 2.313, -2.560], [6.627, 3.089, -1.976], [7.011, 3.196, -2.992], [-1.819, -4.084, 2.895], [-1.120, -2.633, 4.117], [-1.007, 3.279, -5.315], [1.559, 0.534, 0.612], [5.096, 5.274, -3.935], [0.998, 3.001, -3.140], [-1.213, 0.627, 0.163], [-3.951, -7.313, 7.172], [-0.094, 0.154, -1.866], [-1.623, -3.967, -0.718], [0.288, 2.662, 1.969], [1.395, 2.990, -4.159], [-3.722, -3.287, 1.381], [-4.377, -5.697, 7.716], [-3.030, -4.471, 5.577], [-0.860, 2.302, -5.777], [-2.020, -5.807, 6.806], [-2.580, -2.023, -0.717], [4.136, 5.770, -3.782], [-1.256, -1.779, 3.451], [-2.883, -5.772, 6.133], [-2.868, -3.866, 1.019], [5.751, 5.583, -3.114], [-2.218, 2.554, -3.697], [7.486, 4.174, -3.076], [-2.648, -6.407, 5.278], [-0.768, -4.025, 1.474], [-1.454, -2.199, 2.113], [4.800, 3.887, -3.842], [-2.592, -2.388, 8.210], [-3.330, -4.029, -1.093], [6.305, 3.087, -5.027], [5.023, 5.422, -6.089], [-2.310, -3.239, 7.590], [5.686, 5.697, -5.268], [-1.673, -3.600, 1.926], [-3.413, -2.539, 5.885], [-2.118, -1.200, 3.794], [-1.326, -3.043, 7.160], [-0.496, -2.113, -1.302], [2.128, 4.715, -2.565], [5.903, 3.008, -4.011], [-1.598, -1.800, -2.625], [-4.335, -3.599, 6.939], [-2.227, -4.108, 8.244], [-3.515, -1.719, -1.197], [-1.401, -1.566, -1.575], [-4.980, -6.288, 6.162], [5.474, 2.010, -3.916]],
  "forces_ev_per_angstrom": [[0.0, 0.0, 0.0], [-0.1, 0.0, 0.1], [0.0, 0.0, 0.0], [0.1, -0.1, -0.2], [0.0, 0.0, 0.0], [0.0, 0.0, -0.1], [0.0, 0.0, 0.0], [0.0, 0.0, 0.1], [0.0, 0.0, 0.0], [0.0, 0.0, 0.0], [0.1, 0.0, 0.0], [0.0, 0.0, 0.0], [0.0, 0.0, 0.0], [0.1, 0.1, 0.0], [0.0, 0.0, 0.0], [0.0, 0.0, 0.0], [0.0, 0.1, 0.0], [0.0, 0.1, 0.1], [0.0, 0.0, 0.0], [0.0, 0.0, 0.0], [-0.1, -0.1, 0.0], [0.0, 0.0, 0.0], [0.0, 0.0, 0.0], [0.0, 0.0, 0.0], [0.0, 0.0, 0.0], [-0.1, 0.0, 0.0], [0.0, 0.0, 0.0], [0.0, 0.0, 0.0], [-0.1, 0.1, 0.0], [0.0, 0.0, 0.0], [0.0, 0.0, -0.1], [0.0, 0.0, 0.0], [0.0, 0.0, 0.0], [0.0, 0.0, -0.1], [0.0, 0.0, 0.0], [0.0, 0.0, 0.1], [0.0, 0.0, 0.0], [0.0, 0.0, 0.0], [0.0, 0.0, 0.0], [0.0, 0.0, -0.1], [0.0, 0.0, 0.0], [0.0, 0.0, 0.0], [0.0, 0.0, -0.2], [0.0, 0.0, 0.0], [0.0, 0.0, 0.1], [0.0, 0.0, 0.0], [0.0, 0.0, 0.0], [0.0, 0.0, 0.0], [0.0, 0.0, 0.0], [0.0, 0.0, 0.0], [0.0, 0.0, 0.0], [0.0, -0.1, 0.0], [0.0, 0.0, -0.1], [-0.1, 0.0, 0.1], [0.0, 0.0, 0.0], [0.0, 0.0, 0.0], [0.0, 0.0, 0.0], [0.0, 0.0, 0.0], [0.0, 0.0, 0.0], [0.0, 0.0, 0.0], [0.0, 0.0, 0.0], [0.0, 0.0, 0.0], [0.0, 0.0, 0.0], [0.0, 0.0, 0.0], [0.0, 0.0, 0.1], [0.0, 0.0, 0.0], [0.0, 0.0, 0.0], [0.1, 0.0, 0.0], [0.0, -0.1, 0.0], [0.0, 0.0, 0.0], [0.0, 0.0, 0.1], [-0.1, 0.0, 0.0], [0.0, 0.0, 0.0], [0.0, 0.0, 0.0]]
}

=====

Record 2
{
  "formula": "C6H7Cl",
  "method": "ωB97M-V with the def2-TZVPD basis set",
  "lumo_ev": 0.50,
  "multiplicity": 1,
  "orbital_gap_ev": 9.7,
  "species": ["H", "H", "H", "Cl", "H", "H", "C", "H", "H", "C", "C", "C", "C", "C"],
  "xyz": [[-1.360, -2.533, 0.771], [0.323, -1.708, -1.541], [-3.016, -1.574, 0.812], [-2.712, 0.921, -0.049], [2.434, 2.557, 0.566], [-0.031, 1.978, 0.580], [0.621, -0.865, -0.987], [2.865, 1.067, -0.292], [1.589, -0.501, -1.156], [-1.946, -1.618, 0.668], [-1.533, -0.458, 0.246], [0.768, 1.170, 0.288], [2.029, 1.609, 0.230], [-0.029, -0.044, -0.137]],
  "forces_ev_per_angstrom": [[-0.1, 0.6, 0.1], [-0.8, -0.9, -0.2], [-0.2, -0.9, 0.2], [1.0, -1.3, 0.4], [-0.9, 0.2, 0.1], [1.7, -1.3, 0.1], [-0.6, 1.5, 1.2], [-1.0, -0.1, 0.8], [1.5, -0.1, -0.6], [-1.0, -0.4, -0.1], [3.1, 3.5, -1.0], [-3.5, 2.6, 0.9], [1.1, -1.5, -1.3], [-0.3, -2.0, -0.8]]
}

=====

Record 3
{
  "formula": "BeH11O6",
  "method": "ωB97M-V with the def2-TZVPD basis set",
  "total_charge": 1,
  "lumo_ev": -4.13,
  "multiplicity": 1,
  "orbital_gap_ev": 9.1,
  "species": ["H", "H", "H", "O", "H", "O", "O", "H", "O", "H", "H", "H", "O", "H", "H", "O", "Be", "H"],
  "xyz": [[-2.407, 0.485, -1.250], [0.194, -1.112, -1.704], [-1.843, -0.839, 1.000], [-0.950, -0.535, 1.243], [-1.605, 2.022, -0.164], [3.001, -1.843, -0.644], [-0.743, 1.595, -0.384], [2.140, -1.462, -0.727], [1.343, 0.877, 1.195], [-0.383, 2.135, -1.089], [-0.925, -0.696, 2.196], [1.396, 1.435, 2.043], [0.631, -0.664, -0.951], [3.516, -1.334, 0.003], [-3.351, -0.557, -0.802], [-2.446, -0.452, -1.124], [0.154, 0.222, 0.210], [2.276, 0.723, 0.949]],
  "forces_ev_per_angstrom": [[0.3, 0.7, -0.5], [0.3, 0.7, 1.1], [0.5, 0.1, -0.9], [-0.9, -0.1, 1.1], [1.0, -0.5, 0.2], [2.0, -0.5, 0.6], [-1.2, 1.0, 0.4], [-1.3, 0.7, -0.1], [1.1, 1.1, 1.8], [0.5, 0.0, -0.4], [0.6, 0.1, 0.0], [-0.5, -1.2, -1.9], [-0.4, 0.7, 0.3], [-0.3, -0.4, -0.4], [-0.2, -0.4, -0.3], [-0.6, -0.7, 0.7], [-0.4, -1.3, -1.5], [-0.4, -0.1, -0.2]]
}

=====

Record 4
{
  "formula": "C3H4O3",
  "method": "ωB97M-V with the def2-TZVPD basis set",
  "lumo_ev": 0.04,
  "multiplicity": 1,
  "orbital_gap_ev": 10.1,
  "species": ["O", "H", "O", "H", "H", "H", "C", "O", "C", "C"],
  "xyz": [[1.254, 0.460, 1.552], [-0.496, 1.804, 0.373], [-0.273, 1.545, -0.530], [-1.702, -0.219, 0.659], [1.914, -0.927, 0.232], [0.435, -0.065, -1.537], [-1.041, -0.700, -0.098], [-1.207, -1.829, -0.478], [1.214, -0.109, 0.489], [0.118, 0.203, -0.526]],
  "forces_ev_per_angstrom": [[0.0, -0.1, -0.5], [0.2, 0.1, 0.0], [-0.1, 0.0, 0.1], [0.0, -0.1, -0.1], [-0.1, 0.1, 0.1], [0.0, 0.0, 0.1], [-0.1, -0.5, -0.1], [0.1, 0.5, 0.1], [0.0, 0.2, 0.4], [0.0, -0.1, -0.1]]
}

=====

Record 5
{
  "formula": "C5H6O3Tl",
  "method": "ωB97M-V with the def2-TZVPD basis set",
  "lumo_ev": [-0.23, -0.21],
  "s_squared": 0.761,
  "multiplicity": 2,
  "orbital_gap_ev": [5.7, 7.6],
  "species": ["O", "H", "C", "H", "H", "C", "C", "H", "C", "H", "Tl", "O", "C", "O", "H"],
  "xyz": [[5.236, -5.962, -2.629], [1.915, -0.400, -2.705], [0.762, 1.458, -3.092], [0.636, 3.547, -3.524], [0.631, 0.722, -1.115], [0.536, -1.011, -2.446], [0.463, 2.747, -2.801], [-0.502, -1.075, -2.847], [0.971, 0.396, -2.121], [1.071, 1.221, -4.118], [2.882, -2.309, -1.152], [0.851, -1.969, -1.558], [4.773, -5.000, -2.193], [4.308, -4.041, -1.728], [0.215, 3.055, -1.781]],
  "forces_ev_per_angstrom": [[-0.1, 0.2, 0.0], [-0.7, 2.2, 1.4], [0.6, 1.2, -0.5], [-0.5, -0.3, 0.1], [1.2, -0.4, 0.1], [-2.0, -0.1, 0.5], [0.5, -0.8, 0.0], [0.6, -0.4, -0.4], [0.4, -1.6, -0.9], [-0.3, 0.1, 0.2], [0.2, 2.2, 1.6], [-1.7, 0.5, -0.9], [0.5, -1.0, -0.3], [1.3, -1.6, -0.7], [0.1, -0.1, -0.3]]
}

=====

Record 6
{
  "formula": "C9H12Cl2EuN4O3Sc",
  "method": "ωB97M-V with the def2-TZVPD basis set",
  "total_charge": 4,
  "lumo_ev": [-15.99, -15.15],
  "s_squared": 12.030,
  "multiplicity": 7,
  "orbital_gap_ev": [2.6, 5.6],
  "species": ["H", "C", "Cl", "C", "O", "H", "N", "O", "H", "N", "H", "C", "H", "H", "C", "H", "C", "N", "H", "Eu", "H", "Sc", "H", "O", "C", "C", "H", "H", "N", "C", "Cl", "C"],
  "xyz": [[0.992, -0.200, 2.875], [0.397, 1.874, 4.423], [2.062, -1.121, -0.617], [-0.876, 1.678, 2.384], [-0.720, 1.668, -10.635], [-0.012, 0.913, 4.767], [-0.614, 2.542, 3.567], [0.861, -2.197, -9.071], [0.599, 2.523, 5.289], [1.239, 3.617, 2.332], [-1.568, 2.210, 1.717], [0.651, -1.241, -8.474], [-0.752, 4.299, 2.409], [0.179, 4.465, 3.949], [2.193, 2.926, 3.230], [2.319, 0.613, 1.960], [-0.454, 1.491, -9.532], [1.678, 1.619, 3.715], [-1.307, 0.728, 2.715], [0.128, 1.101, -7.029], [3.127, 2.751, 2.677], [0.218, 0.083, -0.112], [0.215, 3.232, 0.536], [-1.103, -2.080, 1.960], [1.389, 0.759, 2.526], [-0.749, -1.357, 1.112], [1.895, 2.547, 0.634], [2.384, 3.576, 4.099], [0.380, 1.394, 1.593], [-0.026, 3.819, 3.081], [-0.753, 3.443, -6.662], [0.954, 2.730, 1.171]],
  "forces_ev_per_angstrom": [[0.1, 0.1, 0.0], [-0.5, -0.7, 2.5], [0.0, 0.2, 0.0], [-0.3, 0.3, 0.6], [1.1, -0.7, 4.7], [0.1, 0.3, 0.0], [2.0, -0.7, -2.0], [-0.8, 3.8, 2.3], [-0.1, -0.3, -0.3], [-1.0, -2.2, -0.1], [0.0, -0.2, 0.3], [0.9, -3.8, -2.3], [0.2, 0.0, 0.3], [-0.2, -0.2, -0.4], [1.9, 0.8, 0.5], [-0.2, -0.1, 0.3], [-1.2, 0.9, -4.8], [-3.1, 1.9, -3.1], [0.0, 0.2, 0.0], [-0.8, 2.3, -0.2], [-0.2, 0.1, 0.3], [0.2, -0.2, -1.6], [0.2, 0.0, 0.0], [1.4, 3.0, -3.6], [0.6, -0.5, 0.4], [-2.1, -4.0, 4.3], [-0.2, 0.1, 0.0], [0.0, -0.3, -0.3], [0.5, 1.5, 1.8], [-0.1, 0.3, 0.3], [0.9, -2.5, -0.4], [0.4, 0.7, 0.7]]
}

=====

Record 7
{
  "formula": "C15H30ClNOP2Ru",
  "method": "ωB97M-V with the def2-TZVPD basis set",
  "lumo_ev": [0.38, 0.04],
  "s_squared": 6.051,
  "multiplicity": 5,
  "orbital_gap_ev": [5.5, 7.0],
  "species": ["H", "C", "C", "H", "C", "H", "C", "C", "H", "H", "H", "C", "C", "H", "H", "H", "H", "C", "P", "H", "H", "H", "H", "C", "H", "H", "H", "C", "N", "H", "H", "C", "H", "H", "H", "Cl", "H", "H", "H", "H", "O", "C", "P", "H", "H", "C", "Ru", "C", "H", "H", "C"],
  "xyz": [[-4.434, -0.792, -0.333], [-0.009, 1.987, -4.995], [-2.847, 1.747, -0.418], [0.050, 3.121, -1.257], [-0.635, -3.221, 1.404], [1.275, -3.651, 0.517], [3.254, -0.120, 1.628], [-0.036, 1.036, -3.998], [-3.997, 0.511, 2.092], [1.157, -4.116, 2.166], [2.832, -0.936, 2.225], [-3.372, -1.081, -0.386], [0.029, 2.840, -2.308], [-0.011, 1.679, -6.036], [-2.702, -0.614, 2.635], [-2.382, 1.155, 2.584], [2.460, -2.478, -0.552], [0.045, 3.788, -3.303], [-2.346, 0.191, 0.391], [-3.206, -2.037, 0.129], [0.076, 4.848, -3.057], [4.065, -1.724, -0.821], [1.230, 0.502, 0.988], [3.072, 1.321, -0.882], [-0.218, -3.047, 3.424], [4.169, 1.368, -0.786], [-1.928, -2.675, 3.066], [2.978, -1.584, -0.922], [0.059, 0.572, -1.701], [-2.641, 1.678, -1.496], [2.607, 2.219, -0.444], [-2.912, 0.324, 2.102], [0.033, 4.106, -5.456], [-3.072, -1.189, -1.437], [3.003, 0.820, 2.126], [0.254, 2.059, 1.546], [-0.065, -0.022, -4.165], [2.792, 1.234, -1.946], [-3.921, 1.902, -0.256], [0.279, -5.111, 0.953], [-1.080, -2.655, 0.358], [0.025, 3.362, -4.649], [2.526, -0.136, -0.003], [-0.604, -1.512, 2.778], [2.728, -1.440, -1.982], [0.012, 1.474, -2.655], [-0.104, 0.320, 0.053], [0.544, -4.058, 1.247], [-2.270, 2.575, 0.017], [4.334, -0.245, 1.526], [-0.891, -2.576, 2.710]],
  "forces_ev_per_angstrom": [[0.2, -0.1, -0.1], [0.0, 0.7, 0.3], [-0.8, 0.0, 0.3], [0.0, -0.1, -0.1], [-0.4, 4.6, -3.8], [-1.0, -0.2, 0.0], [1.1, -0.5, 0.1], [0.2, 1.1, -0.1], [0.2, 0.0, 0.3], [-0.6, -0.2, -0.2], [0.1, 0.1, -0.2], [-0.6, -0.1, 0.1], [0.1, 0.6, -0.3], [0.0, 0.2, 0.0], [-0.1, 0.4, -0.2], [-0.1, -0.2, -0.1], [0.2, 0.4, -0.1], [-0.1, -0.3, -0.9], [0.0, 0.3, -0.4], [-0.1, 0.4, -0.3], [0.0, -0.2, -0.1], [-0.2, -0.1, -0.2], [-0.2, -0.7, -0.1], [0.9, 0.1, -0.3], [-0.4, -0.2, 0.4], [-0.2, 0.3, -0.2], [0.3, 0.0, -0.2], [0.7, -0.7, -0.3], [-0.3, -0.2, -2.5], [0.0, 0.0, 0.3], [0.1, -0.4, -0.1], [-0.7, 0.1, 0.1], [0.0, -0.3, 0.4], [0.0, 0.0, 0.3], [0.1, 0.0, -0.2], [-0.1, 2.6, 1.5], [0.0, -0.3, -0.2], [0.0, 0.1, 0.5], [0.1, 0.3, -0.2], [0.3, 0.9, 0.1], [0.4, -2.2, 2.6], [0.0, 0.0, -0.4], [-3.5, 1.3, 0.5], [-0.2, -0.2, -0.9], [0.0, 0.0, 0.4], [0.1, 0.0, -0.2], [2.9, -3.8, 2.2], [2.1, -2.4, 0.2], [-0.2, -0.2, -0.1], [0.1, 0.1, 0.4], [-0.2, -0.6, 1.8]]
}